Here is a structure of composition C35H36Cl2KN3O4P2S at a distorted geometry from the OMol25 dataset. Energies are from the ωB97M-V functional and the def2-TZVPD basis.

ΔE to the lowest compared entry with this formula, charge and spin: 0.710 eV
HOMO-LUMO gap: 0.3137 hartree
E_HOMO: -8.47 eV

```
! RIJCOSX wB97M-V def2-TZVPD def2/J DEFGRID3
* xyz 0 1
K 0.153 0.346 0.406
C -1.610 -2.934 2.727
C -1.927 -1.485 2.778
N -1.653 -0.606 1.843
C -2.201 0.583 2.244
C -2.810 0.405 3.470
N -2.623 -0.918 3.781
C -3.546 1.258 4.438
O -3.712 2.507 4.118
O -3.952 0.746 5.465
C -2.043 1.857 1.449
O -2.540 2.892 1.945
O -1.400 1.801 0.393
H -0.932 -3.136 1.901
H -2.530 -3.498 2.569
H -1.160 -3.271 3.660
H -2.965 -1.335 4.634
H -3.248 2.737 3.186
Cl 2.570 0.779 2.107
C 2.057 1.391 3.672
Cl 0.293 1.353 3.769
H 2.392 2.424 3.761
H 2.482 0.755 4.450
C -1.796 -3.506 -6.920
S -0.670 -2.212 -7.514
C 0.688 -2.387 -6.310
C 0.334 -1.822 -4.943
C 1.501 -1.994 -3.968
N 1.285 -1.383 -2.664
P 0.920 -2.240 -1.229
C -0.707 -2.996 -1.630
C -1.823 -2.439 -1.012
C -3.093 -2.907 -1.301
C -3.261 -3.937 -2.211
C -2.154 -4.499 -2.828
C -0.882 -4.035 -2.541
C 2.008 -3.706 -1.379
C 3.302 -3.533 -1.863
C 4.161 -4.610 -1.971
C 3.746 -5.869 -1.567
C 2.480 -6.039 -1.030
C 1.616 -4.963 -0.926
P 1.530 0.285 -2.299
C 2.538 0.784 -3.746
C 2.033 1.355 -4.909
C 2.883 1.637 -5.964
C 4.237 1.357 -5.868
C 4.750 0.804 -4.704
C 3.904 0.526 -3.647
C -0.061 1.079 -2.697
C -1.251 0.382 -2.856
C -2.440 1.065 -3.027
C -2.453 2.448 -3.028
C -1.273 3.152 -2.850
C -0.085 2.472 -2.672
H -2.604 -3.566 -7.642
H -2.194 -3.240 -5.945
H -1.267 -4.454 -6.878
H 1.526 -1.841 -6.743
H 0.947 -3.446 -6.252
H -0.547 -2.330 -4.548
H 0.100 -0.761 -5.043
H 2.396 -1.555 -4.426
H 1.697 -3.062 -3.825
H -1.699 -1.637 -0.297
H -3.949 -2.465 -0.812
H -4.251 -4.310 -2.433
H -2.283 -5.308 -3.531
H -0.025 -4.492 -3.016
H 3.624 -2.545 -2.166
H 5.152 -4.470 -2.377
H 4.412 -6.714 -1.662
H 2.162 -7.017 -0.699
H 0.629 -5.098 -0.503
H 0.981 1.588 -4.986
H 2.486 2.073 -6.869
H 4.895 1.578 -6.695
H 5.807 0.593 -4.623
H 4.293 0.107 -2.726
H -1.250 -0.700 -2.849
H -3.360 0.512 -3.157
H -3.384 2.980 -3.153
H -1.283 4.231 -2.844
H 0.842 3.014 -2.518
*
```